Entry 1:
ORCA calculation (ωB97M-V/def2-TZVPD) on a molecular structure, C30H26CoIN7O6P2.

Summary:
- spin multiplicity = 4
- total energy (Ha) = -4356.996303
- energy above the lowest of the compared OMol25 structures with the same formula, charge and spin (kcal per mole) = 3.2

```
73
Properties=species:S:1:pos:R:3:mulliken_spin:R:1
Co 0.750 0.839 0.475 2.85
C -2.209 2.953 -2.837 0.00
C -1.276 2.837 -1.815 0.00
N -1.294 1.805 -0.992 0.00
C -2.226 0.884 -1.160 0.00
C -3.169 1.012 -2.178 0.00
N -3.159 2.040 -3.019 0.00
C -2.179 -0.245 -0.186 0.00
C -3.040 -1.330 -0.255 0.00
C -2.965 -2.341 0.692 0.00
C -1.998 -2.205 1.678 0.00
C -1.142 -1.118 1.657 0.02
N -1.241 -0.148 0.750 0.05
C -0.038 -0.954 2.643 -0.01
C 0.343 -1.938 3.549 0.00
N 1.320 -1.747 4.430 0.00
C 1.917 -0.560 4.408 0.00
C 1.587 0.399 3.464 0.01
N 0.631 0.192 2.573 0.01
C -3.871 -3.523 0.646 0.00
C -3.581 -4.687 1.348 0.00
C -4.443 -5.769 1.264 0.00
N -5.559 -5.773 0.538 0.00
C -5.838 -4.656 -0.131 0.00
C -5.039 -3.524 -0.107 0.00
H -2.200 3.797 -3.518 0.00
H -0.501 3.581 -1.652 0.00
H -3.956 0.282 -2.326 0.00
H -3.754 -1.389 -1.062 0.00
H -1.905 -2.936 2.466 0.00
H -0.128 -2.913 3.543 0.00
H 2.691 -0.382 5.144 0.00
H 2.106 1.348 3.405 0.00
H -2.682 -4.784 1.940 0.00
H -4.222 -6.683 1.804 0.00
H -6.750 -4.664 -0.718 0.00
H -5.360 -2.651 -0.660 0.00
I 3.661 1.048 0.594 0.03
C 3.366 3.129 0.694 -0.01
C 4.468 3.922 0.578 0.00
C 4.331 5.324 0.675 0.00
C 3.104 5.868 0.915 0.00
C 1.957 5.048 1.065 0.01
C 0.705 5.625 1.386 0.00
C -0.380 4.825 1.590 0.00
C -0.269 3.425 1.421 -0.07
C 0.895 2.790 1.046 0.15
C 2.052 3.629 0.922 -0.08
H 5.444 3.481 0.423 0.00
H 5.206 5.954 0.571 0.00
H 2.988 6.943 1.010 0.00
H 0.633 6.704 1.478 0.00
H -1.336 5.259 1.864 0.00
H -1.169 2.829 1.567 0.00
N 3.307 -2.258 -2.978 0.00
C 2.015 -1.859 -2.385 0.00
C 0.824 -2.597 -3.020 0.00
P 1.851 -0.028 -2.691 0.01
O 1.063 -0.014 -4.094 0.00
O 3.331 0.415 -3.022 0.00
O 1.192 0.913 -1.749 0.00
P 1.940 -2.268 -0.570 0.00
O 3.515 -2.074 -0.179 0.00
O 1.553 -3.677 -0.343 0.00
O 1.117 -1.173 0.044 0.01
H 3.163 -2.832 -3.800 0.00
H 3.867 -2.778 -2.314 0.00
H 3.870 -0.395 -3.154 0.00
H 0.783 -2.425 -4.095 0.00
H -0.119 -2.258 -2.583 0.00
H 0.921 -3.660 -2.808 0.00
H 0.779 0.883 -4.314 0.00
H 3.751 -2.765 0.455 0.00
```



Entry 2:
ORCA calculation (ωB97M-V/def2-TZVPD) on a molecular structure, C30H26EuN8O10S4 at a distorted geometry.

Summary:
- spin multiplicity = 8
- net charge = -2
- total energy (Ha) = -4652.332402
- energy above the lowest of the compared OMol25 structures with the same formula, charge and spin (kcal per mole) = 126.8

```
79
Properties=species:S:1:pos:R:3:mulliken_spin:R:1
Eu -1.233 0.471 -1.638 4.12
O 0.260 4.680 -1.991 -0.01
C 0.209 3.355 -2.005 -0.01
O -0.842 2.808 -1.967 0.01
C 1.472 2.538 -2.000 0.00
C 2.761 3.020 -1.932 0.01
C 3.771 2.070 -1.870 0.00
C 3.490 0.713 -1.901 0.00
C 2.159 0.321 -1.971 0.00
N 1.195 1.227 -2.020 0.00
C 1.690 -1.147 -1.977 -0.01
O 2.571 -2.007 -2.170 0.00
O 0.459 -1.321 -1.784 0.00
H -0.687 4.960 -1.941 0.02
H 2.987 4.078 -1.899 0.00
H 4.808 2.380 -1.780 0.00
H 4.262 -0.045 -1.863 0.00
O -2.790 -1.356 -2.419 0.08
N -3.016 -2.266 -1.533 0.48
N -2.657 -1.989 -0.332 0.03
O -2.114 -0.919 0.129 0.00
C -2.926 -2.947 0.653 -0.09
C -2.428 -2.697 1.913 0.09
C -2.688 -3.615 2.906 -0.06
C -3.452 -4.743 2.608 0.14
C -3.940 -4.950 1.334 -0.07
C -3.671 -4.054 0.327 0.15
H -1.846 -1.820 2.112 0.04
H -2.324 -3.435 3.908 0.00
H -3.699 -5.445 3.390 0.02
H -4.554 -5.824 1.130 0.00
H -4.043 -4.213 -0.670 0.08
C -0.538 -4.096 -3.498 0.04
C 0.070 -2.927 -4.214 0.00
C 1.337 -2.906 -4.731 0.00
C 1.811 -1.652 -5.164 0.00
N 1.112 -0.544 -5.150 0.00
C -0.173 -0.587 -4.713 0.00
S -1.120 0.814 -4.598 0.00
N -0.670 -1.801 -4.286 0.01
C 3.228 -1.545 -5.617 0.00
H 0.097 -4.976 -3.594 0.00
H -1.532 -4.316 -3.905 -0.01
H -0.632 -3.849 -2.445 -0.01
H 1.995 -3.747 -4.622 0.00
H -1.582 -1.747 -3.810 0.00
H 3.355 -2.110 -6.545 0.00
H 3.865 -1.966 -4.841 0.00
H 3.487 -0.498 -5.787 0.00
C -4.261 3.704 1.521 0.01
O -3.941 4.324 0.273 0.09
C -3.550 3.617 -0.806 0.53
S -3.105 4.549 -2.151 0.95
S -3.606 1.919 -0.670 0.36
H -4.981 4.376 1.996 0.00
H -3.370 3.633 2.153 0.01
H -4.685 2.718 1.382 0.00
O 4.613 -0.482 5.024 0.00
S 4.509 0.319 6.235 0.00
O 5.536 1.328 6.393 0.00
O 4.227 -0.443 7.437 0.00
C 2.977 1.286 5.982 0.00
N 2.488 2.023 6.969 0.00
C 1.337 2.623 6.722 0.00
C 0.648 2.516 5.531 0.00
C 1.286 1.783 4.536 0.00
N 2.444 1.181 4.777 0.00
C 0.770 1.561 3.160 0.00
C 1.175 0.406 2.497 0.00
C 0.721 0.231 1.199 0.00
N -0.055 1.127 0.580 0.00
C -0.421 2.237 1.222 0.02
C -0.033 2.497 2.534 0.00
H 0.946 3.225 7.544 0.00
H -0.317 2.983 5.408 0.00
H 1.827 -0.292 3.005 0.00
H 0.952 -0.658 0.615 0.00
H -1.068 2.929 0.689 -0.03
H -0.351 3.403 3.016 0.00
```



Entry 3:
ORCA calculation (ωB97M-V/def2-TZVPD) on a molecular structure, C30H26GeN3O4RhS2 at a distorted geometry.

Summary:
- spin multiplicity = 2
- net charge = +1
- total energy (Ha) = -4607.566784
- energy above the lowest of the compared OMol25 structures with the same formula, charge and spin (kcal per mole) = 42.9

```
67
Properties=species:S:1:pos:R:3:nbo_charge:R:1
Rh 1.388 -0.610 -1.101 0.62
O 3.374 -1.210 -1.343 -0.54
N 4.248 -0.195 -1.447 0.01
C 5.526 -0.464 -1.112 0.05
C 6.499 0.482 -1.286 -0.24
C 6.148 1.723 -1.816 -0.13
C 4.835 1.979 -2.139 -0.23
C 3.868 0.995 -1.939 0.05
S 2.184 1.238 -2.258 -0.01
H 5.681 -1.458 -0.720 0.25
H 7.516 0.248 -1.009 0.25
H 6.899 2.487 -1.964 0.24
H 4.524 2.933 -2.538 0.25
C -4.220 1.101 3.811 -0.64
C -2.893 0.663 3.260 0.02
C -2.357 1.276 2.131 -0.16
C -1.125 0.891 1.633 -0.19
C -0.417 -0.117 2.264 -0.38
C -0.923 -0.736 3.400 -0.15
C -2.157 -0.343 3.885 -0.21
S 1.096 -0.723 1.620 2.30
O 1.679 0.345 0.737 -0.93
O 1.915 -1.148 2.708 -0.89
N 0.685 -1.868 0.546 -0.92
C 1.398 -3.115 0.617 0.34
C 1.344 -3.911 1.758 -0.25
C 1.988 -5.132 1.725 -0.15
C 2.634 -5.534 0.564 -0.26
C 2.601 -4.684 -0.524 0.05
N 1.997 -3.495 -0.496 -0.47
H -4.906 1.379 3.011 0.23
H -4.094 1.973 4.456 0.24
H -4.681 0.314 4.406 0.23
H -2.905 2.068 1.633 0.22
H -0.708 1.390 0.774 0.22
H -0.353 -1.508 3.901 0.24
H -2.556 -0.821 4.771 0.23
H 0.819 -3.573 2.639 0.23
H 1.977 -5.774 2.597 0.23
H 3.138 -6.488 0.503 0.23
H 3.080 -4.950 -1.459 0.20
O 0.726 -2.152 -3.557 -0.39
C 0.972 -1.566 -2.628 0.76
Ge -1.002 1.009 -2.204 1.28
C -2.536 -0.117 -1.812 -0.52
C -2.461 -1.177 -0.911 -0.15
C -3.607 -1.900 -0.609 -0.21
C -4.816 -1.581 -1.211 -0.18
C -4.887 -0.539 -2.127 -0.20
C -3.749 0.188 -2.435 -0.20
C -1.006 2.814 -1.496 -0.40
C -2.058 3.606 -1.962 -0.24
C -2.211 4.902 -1.493 -0.20
C -1.311 5.412 -0.569 -0.18
C -0.252 4.633 -0.120 -0.19
C -0.088 3.339 -0.589 -0.25
H -0.012 0.182 -1.011 -0.15
H -1.528 -1.445 -0.428 0.22
H -3.550 -2.716 0.099 0.23
H -5.704 -2.151 -0.975 0.23
H -5.827 -0.299 -2.606 0.23
H -3.818 0.990 -3.162 0.21
H -2.770 3.224 -2.686 0.22
H -3.030 5.512 -1.852 0.23
H -1.429 6.423 -0.203 0.23
H 0.452 5.035 0.596 0.23
H 0.753 2.747 -0.247 0.24
```



Entry 4:
ORCA calculation (ωB97M-V/def2-TZVPD) on 3 unconnected molecules or ions with the total composition C30H26INO9S at a distorted geometry.

Summary:
- spin multiplicity = 1
- structure (SMILES) = C[C@H](I)Cc1cc2c(cc1C[C@@H]1CO1)Nc1ccccc1S2.O=C1C=C(O)C(=O)C=C1O.O=C1C=C(O)C(=O)C=C1O
- total energy (Ha) = -2586.022304

```
68
Properties=species:S:1:pos:R:3:nbo_charge:R:1
C -1.386 -1.843 -0.913 -0.65
C -0.570 -1.259 -2.204 -0.32
I -0.632 -2.824 -3.715 0.09
C 0.900 -0.892 -1.666 -0.48
C 1.378 0.598 -1.969 -0.03
C 2.778 0.787 -2.670 -0.20
C 3.362 2.185 -2.971 -0.19
C 2.571 3.508 -2.634 0.17
C 1.193 3.321 -1.940 -0.24
C 0.616 1.893 -1.609 -0.03
C -0.783 1.850 -0.853 -0.45
C -0.334 2.316 0.746 0.22
C -1.446 3.352 1.496 -0.49
O 0.019 3.765 0.924 -0.51
N 3.099 4.846 -2.938 -0.62
C 4.495 5.029 -2.500 0.17
C 4.843 6.339 -1.703 -0.26
C 6.315 6.582 -1.234 -0.22
C 7.393 5.525 -1.580 -0.24
C 7.089 4.203 -2.378 -0.21
C 5.625 3.976 -2.817 -0.20
S 5.035 2.472 -3.754 0.27
H -2.498 -1.985 -1.118 0.23
H -0.909 -2.869 -0.678 0.22
H -1.182 -1.202 0.026 0.21
H -1.172 -0.338 -2.558 0.24
H 1.634 -1.586 -2.231 0.24
H 1.027 -1.156 -0.558 0.23
H 3.415 -0.117 -2.937 0.23
H 0.604 4.260 -1.665 0.24
H -1.198 0.809 -0.656 0.23
H -1.547 2.620 -1.195 0.26
H 0.202 1.486 1.430 0.23
H -1.408 2.594 2.398 0.19
H -1.244 4.227 2.188 0.32
H 2.486 5.601 -2.605 0.40
H 4.039 7.116 -1.446 0.23
H 6.555 7.533 -0.629 0.24
H 8.468 5.721 -1.217 0.23
H 7.920 3.450 -2.633 0.25
C -2.667 1.475 5.150 -0.37
C -3.185 1.666 6.365 0.31
C -4.472 1.030 6.770 0.47
O -4.906 1.212 7.894 -0.52
C -5.172 0.205 5.780 -0.36
C -4.655 0.016 4.564 0.30
C -3.355 0.630 4.169 0.48
O -2.904 0.420 3.056 -0.54
O -5.295 -0.745 3.634 -0.63
O -2.559 2.450 7.285 -0.63
H -1.733 1.928 4.845 0.24
H -6.113 -0.236 6.080 0.25
H -4.720 -0.727 2.844 0.50
H -3.131 2.427 8.078 0.51
C -1.027 -6.478 -2.503 -0.37
C -0.629 -7.751 -2.558 0.30
C -1.150 -8.770 -1.602 0.47
O -0.779 -9.927 -1.694 -0.52
C -2.099 -8.328 -0.575 -0.36
C -2.494 -7.054 -0.518 0.30
C -1.994 -6.041 -1.490 0.47
O -2.391 -4.890 -1.419 -0.53
O -3.372 -6.629 0.432 -0.64
O 0.270 -8.171 -3.490 -0.63
H -0.658 -5.729 -3.191 0.25
H -2.456 -9.073 0.123 0.25
H -3.498 -5.675 0.260 0.50
H 0.391 -9.126 -3.323 0.50
```